# 1
This record from the Open Molecules 2025 dataset describes an isolated molecule of C5H9NSi. The level of theory is wB97M-V/def2-TZVPD.

Energy relative to the best compared isomer or geometry (same formula, charge and spin): 622.65 kJ/mol

Each line ends with the Mulliken charge.
Atoms and positions in Å:
C: 1.185 1.062 1.468  -0.393
C: -0.016 0.531 1.962  -0.171
C: 1.553 1.091 0.162  -0.303
C: -0.909 0.116 -0.237  -0.264
C: -1.792 -0.793 -0.991  -0.922
N: -0.981 0.119 1.087  -0.005
Si: 1.620 -0.137 -1.307  0.542
H: 1.870 1.625 2.060  0.349
H: -0.171 0.573 2.951  0.454
H: -1.674 -0.641 -2.088  0.295
H: -1.513 -1.857 -0.719  0.290
H: -2.929 -0.470 -0.697  0.305
H: -1.730 -0.103 1.696  0.291
H: 0.892 0.479 -2.374  -0.126
H: 1.415 -1.640 -1.603  -0.148
H: 3.180 0.046 -1.370  -0.194



# 2
This record from the Open Molecules 2025 dataset describes a structure of composition C5H9NiO2. The level of theory is wB97M-V/def2-TZVPD.

Charge: +1
Multiplicity: 3
Total energy: -1854.19806 hartree

Each line ends with the Mulliken charge.
Atoms and positions in Å:
C: 0.644 -2.044 -1.747  -0.675
O: 0.547 -0.842 -0.978  -0.256
C: 1.495 -0.719 0.048  0.278
C: 1.319 0.354 0.929  -0.795
O: 0.373 1.190 0.519  -0.205
C: -0.794 1.666 1.358  -0.275
C: -2.003 1.542 0.467  -0.600
Ni: -0.789 0.664 -1.057  0.441
H: -0.272 -2.115 -2.341  0.225
H: 1.516 -1.991 -2.410  0.328
H: 0.724 -2.906 -1.073  0.352
H: 2.514 -0.994 -0.242  0.482
H: -0.518 2.691 1.631  0.260
H: -0.792 1.023 2.247  0.300
H: -2.470 2.514 0.264  0.421
H: -2.755 0.862 0.891  0.373
H: 1.259 -0.894 1.494  0.347



# 3
This record from the Open Molecules 2025 dataset describes the ion C5H9O with charge -1. The level of theory is wB97M-V/def2-TZVPD.

Energy relative to the best compared isomer or geometry (same formula, charge and spin): 155.05 kJ/mol
Charge: -1
SMILES string: C=CCCC[O-]

Each line ends with the Mulliken charge.
Atoms and positions in Å:
C: 1.473 -0.395 -2.170  -0.853
C: 0.959 -0.352 -0.970  -0.109
C: -0.527 0.397 -0.606  -0.853
C: -1.182 -0.096 0.642  -0.439
C: -0.393 0.268 1.859  -0.497
O: 0.399 -0.816 2.223  -0.908
H: 0.982 -0.192 -2.981  0.401
H: 2.359 -0.918 -2.309  0.287
H: 1.368 -0.729 -0.034  0.273
H: -0.229 1.450 -0.399  0.272
H: -1.151 0.549 -1.436  0.427
H: -1.230 -1.129 0.748  0.318
H: -2.236 0.254 0.812  0.319
H: 0.392 1.203 1.833  0.106
H: -0.983 0.507 2.788  0.255



# 4
This record from the Open Molecules 2025 dataset describes the ion C5H9O with charge +1. The level of theory is wB97M-V/def2-TZVPD.

Energy relative to the best compared isomer or geometry (same formula, charge and spin): 161.25 kJ/mol
Charge: +1

Each line ends with the Mulliken charge.
Atoms and positions in Å:
C: -0.748 0.849 0.428  -0.703
C: 2.511 0.267 -0.151  -0.599
C: 0.184 -0.311 -0.152  0.543
C: -1.072 -1.061 -0.398  -0.473
C: -2.135 -0.008 0.129  -0.553
O: 1.397 -0.551 -0.360  -0.276
H: -0.493 1.318 1.359  0.447
H: -0.685 1.601 -0.276  0.376
H: 2.277 1.265 0.416  0.330
H: 3.143 -0.321 0.563  0.283
H: -0.902 -1.875 0.404  0.273
H: 3.067 0.301 -1.044  0.288
H: -1.292 -1.404 -1.338  0.445
H: -2.787 0.311 -0.688  0.335
H: -2.465 -0.382 1.109  0.283



# 5
This record from the Open Molecules 2025 dataset describes an isolated molecule of C5H9O3. The level of theory is wB97M-V/def2-TZVPD.

Energy relative to the best compared isomer or geometry (same formula, charge and spin): 459.54 kJ/mol
Multiplicity: 2

Each line ends with the Mulliken charge.
Atoms and positions in Å:
H: -0.475 1.420 0.059  0.256
C: -1.481 0.811 -0.240  -0.272
H: -1.716 0.985 -1.298  0.313
C: -1.260 -0.675 -0.054  -0.472
C: -0.031 -1.186 -0.198  0.989
C: 0.415 -2.565 0.133  -1.286
C: 1.006 -0.208 -0.667  -1.090
O: 1.533 0.533 0.449  -0.126
O: 0.817 1.814 0.469  -0.349
O: -2.507 1.322 0.531  -0.517
H: -2.827 2.174 0.220  0.342
H: -2.123 -1.280 0.258  0.428
H: 1.477 -2.664 -0.143  0.334
H: 0.315 -2.794 1.206  0.270
H: -0.133 -3.323 -0.439  0.335
H: 1.857 -0.720 -1.104  0.428
H: 0.550 0.469 -1.404  0.415



# 6
This record from the Open Molecules 2025 dataset describes an isolated molecule of C5H9O3. The level of theory is wB97M-V/def2-TZVPD.

Energy relative to the best compared isomer or geometry (same formula, charge and spin): 328.97 kJ/mol
Multiplicity: 4

Each line ends with the Mulliken charge.
Atoms and positions in Å:
O: 1.560 -2.434 -0.453  -0.028
O: 2.036 -3.392 0.343  -0.304
C: -2.082 0.377 -0.070  -1.419
C: -0.596 0.191 -0.102  0.706
C: -0.021 -0.912 0.381  -0.664
C: 1.438 -1.219 0.401  -0.214
C: 0.181 1.400 -0.591  -0.533
O: 0.206 2.355 0.470  -0.520
H: -2.369 1.366 -0.426  0.355
H: -2.613 -0.352 -0.683  0.364
H: -2.491 0.266 0.933  0.337
H: -0.656 -1.731 0.704  0.364
H: 1.754 -1.439 1.430  0.289
H: 2.051 -0.462 -0.120  0.245
H: 1.171 1.128 -0.962  0.384
H: -0.373 1.797 -1.457  0.344
H: 0.803 3.062 0.200  0.294



# 7
This record from the Open Molecules 2025 dataset describes a structure of composition C5H9O3S. The level of theory is wB97M-V/def2-TZVPD.

Energy relative to the best compared isomer or geometry (same formula, charge and spin): 81.78 kJ/mol
Charge: -1

Each line ends with the Mulliken charge.
Atoms and positions in Å:
C: 1.870 -0.787 -0.127  0.608
C: -1.130 -0.644 -1.334  -0.893
C: -1.644 0.770 0.995  -1.066
C: -0.931 -0.293 0.182  0.062
C: 0.991 0.368 0.356  0.261
O: 2.423 -1.375 0.838  -0.835
O: 2.011 -1.061 -1.321  -0.722
O: 1.255 0.682 1.684  -0.643
S: 1.127 1.826 -0.783  -0.336
H: -1.435 -1.750 -1.307  0.223
H: -2.019 -0.159 -1.829  0.308
H: -0.169 -0.584 -1.982  0.257
H: -2.690 0.517 1.440  0.288
H: -1.941 1.539 0.268  0.299
H: -0.830 1.261 1.673  0.228
H: -0.700 -1.144 0.795  0.416
H: 1.822 -0.100 1.990  0.351
H: 1.988 0.932 -1.536  0.194



# 8
This record from the Open Molecules 2025 dataset describes a cluster of 2 separate species, C5H9O4S2 in total. The level of theory is wB97M-V/def2-TZVPD.

Energy relative to the best compared isomer or geometry (same formula, charge and spin): 313.35 kJ/mol
Charge: -1

Each line ends with the Mulliken charge.
Atoms and positions in Å:
C: -0.499 -1.661 -0.101  0.096
C: 1.047 0.225 -2.115  -0.977
C: -0.537 -0.830 2.370  -1.279
C: 0.676 1.279 -1.145  -0.408
C: -0.261 -0.565 0.917  0.794
O: 0.483 -2.394 0.131  -0.600
O: -1.466 -1.790 -0.818  -0.657
O: 0.871 1.630 1.595  -0.697
O: 2.299 0.004 0.515  -0.607
S: -2.595 1.236 0.146  -0.453
S: 1.045 0.642 0.547  1.229
H: 2.133 0.078 -1.821  0.300
H: 0.363 -0.587 -2.096  0.265
H: 0.863 0.687 -3.186  0.294
H: -1.557 -1.412 2.580  0.279
H: -0.436 0.176 2.978  0.300
H: 0.138 -1.445 2.811  0.469
H: -0.456 1.616 -1.240  0.146
H: 1.094 2.289 -1.094  0.443
H: -3.205 0.822 -0.973  0.063



# 9
This record from the Open Molecules 2025 dataset describes the ion C5H9O5 with charge +1. The level of theory is wB97M-V/def2-TZVPD.

Energy relative to the best compared isomer or geometry (same formula, charge and spin): 337.16 kJ/mol
Charge: +1

Each line ends with the Mulliken charge.
Atoms and positions in Å:
C: 1.116 -1.281 -1.003  -0.543
C: -0.368 -1.066 -0.523  -0.258
C: -0.830 0.406 -0.069  0.422
C: 0.311 1.183 0.594  -0.297
C: 1.600 -0.054 1.117  -0.021
O: 2.728 0.044 0.249  -0.273
O: -0.427 -1.935 0.556  -0.498
O: -1.789 0.273 0.880  -0.574
O: 0.854 2.063 -0.193  -0.492
O: 1.947 -1.082 0.216  0.106
H: 1.420 -2.303 -1.215  0.374
H: 1.357 -0.793 -1.926  0.375
H: -1.050 -1.356 -1.518  0.283
H: -1.142 0.896 -1.024  0.395
H: -0.099 1.580 1.516  0.484
H: 1.790 -0.213 2.124  0.421
H: -1.392 -2.178 0.913  0.386
H: -2.387 -0.458 0.622  0.322
H: 1.284 2.846 0.217  0.385



# 10
This record from the Open Molecules 2025 dataset describes an isolated molecule of C5H9P. The level of theory is wB97M-V/def2-TZVPD.

Energy relative to the best compared isomer or geometry (same formula, charge and spin): 98.19 kJ/mol
SMILES string: CP1C=CCC1

Each line ends with the Mulliken charge.
Atoms and positions in Å:
C: 1.854 0.235 1.000  -0.893
P: 1.348 -0.587 -0.574  -0.019
C: -0.355 -1.585 0.322  -0.581
C: -1.410 -0.819 0.255  -0.097
C: -1.352 0.497 -0.488  -0.577
C: 0.059 0.624 -1.145  -0.861
H: 0.892 0.713 1.510  0.248
H: 2.669 1.129 0.797  0.270
H: 2.453 -0.425 1.546  0.339
H: -0.346 -2.673 0.632  0.343
H: -2.504 -1.082 0.556  0.266
H: -2.018 0.465 -1.285  0.366
H: -1.646 1.301 0.178  0.283
H: 0.054 0.467 -2.141  0.547
H: 0.303 1.740 -1.163  0.367



# 11
This record from the Open Molecules 2025 dataset describes a cluster of 2 separate species, C5H9P in total. The level of theory is wB97M-V/def2-TZVPD.

Energy relative to the best compared isomer or geometry (same formula, charge and spin): 404.75 kJ/mol

Each line ends with the Mulliken charge.
Atoms and positions in Å:
C: -0.343 0.767 -0.081  -0.464
C: -0.366 0.827 1.205  -0.025
C: 0.273 -1.350 -0.879  0.262
C: -0.694 2.011 2.041  -0.915
C: 0.823 -1.213 -2.214  -0.770
P: -0.365 -2.262 0.294  -0.222
H: -0.194 1.379 -0.906  0.309
H: -0.036 -0.021 1.708  0.285
H: -0.543 2.990 1.461  0.266
H: -1.708 2.002 2.439  0.248
H: 0.062 1.877 2.891  0.251
H: 1.845 -1.580 -2.160  0.264
H: 0.895 -0.157 -2.558  0.217
H: 0.415 -1.753 -3.058  0.310
H: -0.064 -3.518 -0.182  -0.015



# 12
This record from the Open Molecules 2025 dataset describes an isolated molecule of C5H9P5. The level of theory is wB97M-V/def2-TZVPD.

SMILES string: [PH2]#[PH]P=[PH2]c1ccpcc1
Total energy: -1902.56924 hartree

Each line ends with the Mulliken charge.
Atoms and positions in Å:
P: 2.248 -3.152 2.716  -0.136
P: 0.549 -2.382 1.499  -0.127
P: 1.620 -2.073 -0.379  -0.133
P: 1.414 0.004 -0.539  0.014
C: -0.125 0.893 -0.798  0.797
C: -0.345 2.145 -0.228  -0.330
C: -1.541 2.920 -0.398  -0.534
P: -2.969 2.276 -1.173  -0.121
C: -2.398 0.693 -1.637  -0.548
C: -1.137 0.199 -1.391  -0.289
H: 1.362 -3.429 3.833  0.069
H: 2.389 -1.735 2.923  0.060
H: 0.117 -3.585 1.060  0.042
H: 1.862 0.080 -1.924  0.127
H: 2.105 1.136 -0.073  0.084
H: 0.365 2.680 0.477  0.174
H: -1.672 3.882 0.161  0.295
H: -3.119 0.231 -2.359  0.303
H: -0.726 -0.784 -1.774  0.254